# C27H27N3O2

One molecule with the formula C27H27N3O2 (ωB97M-V with the def2-TZVPD basis set, the Open Molecules 2025 dataset).

Element x y z (Å)
O  -0.84411  -0.21619  1.62628
C  -0.38198  -0.64716  0.58600
C  -1.19977  -0.64012  -0.71306
C  -0.74576  0.47508  -1.66210
C  -0.92170  1.79290  -0.96807
C  -0.01796  2.83191  -1.14320
C  -0.19086  4.03508  -0.48558
C  -1.27102  4.20184  0.36539
C  -2.16617  3.16629  0.55422
C  -2.00280  1.95635  -0.10894
C  -3.00170  0.85799  0.13104
N  -2.59699  -0.42668  -0.40348
C  -3.45873  -1.45605  -0.56966
O  -3.11860  -2.52396  -1.05109
C  -4.86775  -1.20020  -0.13543
C  -5.87548  -1.05898  -1.08029
C  -7.18595  -0.87778  -0.67341
C  -7.49681  -0.85276  0.67557
C  -6.49590  -1.01276  1.61970
C  -5.18329  -1.18451  1.21811
N  0.86448  -1.16350  0.52831
C  1.56516  -1.71629  -0.60513
C  2.80489  -0.86124  -0.89307
N  3.65130  -0.83074  0.27900
C  5.02337  -0.64037  0.12487
C  5.73173  -1.44421  -0.77381
C  7.09866  -1.31846  -0.91237
C  7.80178  -0.39715  -0.15346
C  7.11382  0.39817  0.74470
C  5.74242  0.28555  0.88259
C  2.95721  -0.26254  1.41322
C  1.71191  -1.10584  1.70199
H  -1.15453  -1.62467  -1.19193
H  0.29033  0.34359  -1.97387
H  -1.37346  0.43802  -2.55869
H  0.82608  2.69385  -1.80519
H  0.51697  4.83754  -0.63070
H  -1.41017  5.13678  0.88718
H  -3.00250  3.29016  1.22680
H  -3.95886  1.13921  -0.32768
H  -3.15886  0.77896  1.21350
H  -5.62814  -1.09252  -2.13133
H  -7.96644  -0.76205  -1.41108
H  -8.52053  -0.71564  0.99154
H  -6.73901  -1.00518  2.67207
H  -4.40073  -1.31930  1.95070
H  1.89092  -2.73101  -0.34546
H  0.92742  -1.77146  -1.48376
H  2.48032  0.16220  -1.15277
H  3.35079  -1.27225  -1.74076
H  5.20899  -2.18954  -1.35459
H  7.62195  -1.95367  -1.61231
H  8.87152  -0.30314  -0.26060
H  7.64631  1.12488  1.34118
H  5.23327  0.93712  1.57564
H  2.65046  0.78033  1.22778
H  3.60704  -0.29505  2.28776
H  2.01562  -2.12258  1.97264
H  1.13183  -0.66822  2.51509

HOMO energy (eV): -8.03
Total energy (Eh): -1359.86405
F_max (eV/A): 0.67
Spin multiplicity: 1

The net atomic charges from natural (NBO), expressed in e, are: atom 1 (O): -0.6383, atom 2 (C): 0.6884, atom 3 (C): -0.1398, atom 4 (C): -0.4157, atom 5 (C): -0.0586, atom 6 (C): -0.1967, atom 7 (C): -0.2151, atom 8 (C): -0.2095, atom 9 (C): -0.2079, atom 10 (C): 0.0640, atom 11 (C): -0.2561, atom 12 (N): -0.4304, atom 13 (C): 0.6687, atom 14 (O): -0.6221, atom 15 (C): -0.0454, atom 16 (C): -0.2208, atom 17 (C): -0.1953, atom 18 (C): -0.2130, atom 19 (C): -0.2055, atom 20 (C): -0.2208, atom 21 (N): -0.4403, atom 22 (C): -0.2181, atom 23 (C): -0.2168, atom 24 (N): -0.4694, atom 25 (C): 0.2646, atom 26 (C): -0.2764, atom 27 (C): -0.1885, atom 28 (C): -0.2474, atom 29 (C): -0.1858, atom 30 (C): -0.2988, atom 31 (C): -0.2249, atom 32 (C): -0.2298, atom 33 (H): 0.2687, atom 34 (H): 0.2126, atom 35 (H): 0.2286, atom 36 (H): 0.2063, atom 37 (H): 0.2132, atom 38 (H): 0.2136, atom 39 (H): 0.2092, atom 40 (H): 0.2207, atom 41 (H): 0.2257, atom 42 (H): 0.2201, atom 43 (H): 0.2137, atom 44 (H): 0.2143, atom 45 (H): 0.2156, atom 46 (H): 0.2233, atom 47 (H): 0.2041, atom 48 (H): 0.2164, atom 49 (H): 0.1724, atom 50 (H): 0.2170, atom 51 (H): 0.2082, atom 52 (H): 0.2124, atom 53 (H): 0.2128, atom 54 (H): 0.2121, atom 55 (H): 0.2133, atom 56 (H): 0.1809, atom 57 (H): 0.2177, atom 58 (H): 0.1959, atom 59 (H): 0.2526